[1]
16
Properties=species:S:1:pos:R:3 method="wB97M-V/def2-TZVPD" homo_lumo_gap_ev=8.16 de_lowest_kj_mol=654.08 e_lumo_ev=0.1971 max_force_ev_per_a=5.5 charge=0 e_homo_ha=-0.293
C 2.160 -0.305 0.531
C -0.096 -0.175 -0.235
C -1.813 -1.336 0.026
C -1.115 0.627 0.235
H 1.860 -1.482 0.727
H 2.132 0.142 1.572
H 3.236 -0.355 0.190
H 1.308 1.368 -0.411
H -0.174 -2.341 -1.016
H -2.215 -2.307 -0.143
H -2.150 2.684 0.519
H -0.735 2.561 -1.436
N 1.290 0.312 -0.542
N -0.563 -1.437 -0.406
N -2.254 -0.168 0.468
N -0.874 2.213 -0.080


[2]
16
Properties=species:S:1:pos:R:3 method="wB97M-V/def2-TZVPD" homo_lumo_gap_ev=8.57 de_lowest_kj_mol=386.32 e_lumo_ev=0.3624 max_force_ev_per_a=3.1 charge=0 e_homo_ha=-0.302
C 3.977 -0.002 -0.019
N 2.871 -0.643 0.010
N 1.723 -0.012 0.004
C 0.588 -0.769 0.027
C -0.707 -0.323 -0.073
N -1.818 -1.178 -0.003
N -3.027 -0.889 -0.007
C -3.426 0.572 0.015
H 3.925 1.101 0.024
H 4.932 -0.526 -0.048
H 1.698 1.057 0.046
H 0.830 -1.828 0.057
H -0.931 0.718 -0.069
H -3.080 1.074 0.934
H -4.513 0.559 -0.013
H -3.040 1.090 -0.885


[3]
16
Properties=species:S:1:pos:R:3 method="wB97M-V/def2-TZVPD" homo_lumo_gap_ev=8.79 de_lowest_kj_mol=577.84 e_lumo_ev=0.6102 max_force_ev_per_a=5.7 charge=0 e_homo_ha=-0.301
C -0.830 0.362 -0.690
C -0.978 -0.051 0.747
C -0.184 -1.082 1.051
C 0.934 -0.921 0.210
H 1.594 -0.341 -2.902
H 1.384 1.400 -1.998
H -1.106 1.609 -0.846
H -1.502 -0.161 -1.382
H -1.890 1.705 1.969
H -2.385 0.016 2.587
H -0.174 -1.413 2.158
H 2.944 -0.670 -0.222
N 1.490 0.414 -1.860
N 0.508 -0.208 -1.047
N -1.976 0.538 1.647
N 2.171 -1.196 0.577


[4]
16
Properties=species:S:1:pos:R:3 method="wB97M-V/def2-TZVPD" homo_lumo_gap_ev=9.29 de_lowest_kj_mol=538.41 e_lumo_ev=-0.0199 max_force_ev_per_a=7.9 charge=0 e_homo_ha=-0.342
C 0.541 -1.104 1.636
C -0.168 -0.579 0.280
C 1.826 0.702 -0.528
C -2.153 0.084 -0.978
H 0.547 -0.293 2.556
H -0.384 -1.770 1.884
H 1.649 -1.459 1.599
H -0.190 0.476 -1.248
H 1.874 1.510 -1.222
H 2.059 -0.039 1.020
H -3.269 -0.284 -1.070
H -2.442 1.993 -2.104
N 0.605 -0.064 -0.608
N 2.589 0.651 0.561
N -1.411 -0.696 0.001
N -1.675 0.872 -1.778


[5]
17
Properties=species:S:1:pos:R:3 method="wB97M-V/def2-TZVPD" homo_lumo_gap_ev=7.62 de_lowest_kj_mol=1056.06 e_lumo_ev=-0.7999 max_force_ev_per_a=6.6 charge=0 e_homo_ha=-0.309
C 0.794 0.295 -2.580
C -0.512 -0.015 -0.330
C -1.281 0.040 1.684
C 0.201 -0.132 1.844
H 1.748 0.580 -1.463
H 0.431 1.596 -3.223
H 1.278 -0.655 -3.234
H -1.361 -0.117 -2.240
H -2.903 -0.009 1.786
H 0.448 0.726 2.589
H 0.547 -1.088 1.912
H 2.669 -0.799 1.100
N -0.409 0.149 -1.674
N -1.685 0.085 0.316
N -2.138 0.126 2.683
N 0.610 0.068 0.568
O 1.563 -0.852 0.261


[6]
17
Properties=species:S:1:pos:R:3 method="wB97M-V/def2-TZVPD" homo_lumo_gap_ev=9.24 de_lowest_kj_mol=523.03 e_lumo_ev=0.6046 max_force_ev_per_a=2.7 charge=0 e_homo_ha=-0.317
N -1.427 1.787 0.680
N -1.993 1.080 -0.290
C -1.488 -0.074 -0.592
C -0.323 -0.655 0.134
N -0.412 -1.078 1.382
O -1.507 -0.613 2.061
N 0.716 -1.043 -0.682
C 1.698 -0.179 -1.290
C 2.070 -1.047 -0.172
H -1.667 2.733 0.687
H -0.402 1.630 0.786
H -1.912 -0.628 -1.400
H -1.867 0.173 1.575
H 1.652 0.942 -1.146
H 1.929 -0.509 -2.279
H 2.254 -0.586 0.838
H 2.678 -1.935 -0.293


[7]
14
Properties=species:S:1:pos:R:3 method="wB97M-V/def2-TZVPD" homo_lumo_gap_ev=11.07 de_lowest_kj_mol=228.68 e_lumo_ev=-3.6107 max_force_ev_per_a=5.0 charge=+1 e_homo_ha=-0.539
C 0.251 0.225 -1.638
C -0.612 -0.528 -1.255
C 1.371 1.039 -1.684
C -1.083 0.244 2.074
N -0.743 0.443 3.281
O -0.190 -0.251 1.303
H 2.227 0.440 -1.705
H 1.320 1.758 -2.501
H 1.256 1.775 -0.835
H -2.124 0.291 1.694
H -1.636 -0.772 -1.344
H -1.309 0.913 3.966
H 0.278 0.409 3.704
H -0.390 -0.201 0.215


[8]
14
Properties=species:S:1:pos:R:3 method="wB97M-V/def2-TZVPD" homo_lumo_gap_ev=8.75 de_lowest_kj_mol=467.05 e_lumo_ev=-4.1711 max_force_ev_per_a=5.3 charge=+1 e_homo_ha=-0.475
C 1.728 -0.360 -0.130
C 1.955 0.726 0.449
C -0.880 0.352 -0.043
C -2.216 -0.250 -0.223
N 1.711 -1.531 -0.639
O -0.735 1.393 0.659
H 2.835 1.371 0.760
H 1.021 1.404 0.735
H -2.198 -0.877 -1.054
H -3.078 0.420 -0.138
H -2.276 -0.724 0.699
H 2.141 -2.365 -0.309
H 1.464 -1.485 -1.616
H -1.471 1.925 0.850